1.
The following is a quantum chemistry calculation of C70H65BClN6O3P2RbS2Si as an isolated structure, from the Open Molecules 2025 dataset.

XYZ file:
```
152
Properties=species:S:1:pos:R:3:lowdin_charge:R:1
Rb 1.32850 -0.43395 -0.73394 0.63
Cl 7.86723 1.58433 2.23952 0.60
S 0.05975 3.30401 -0.24972 0.73
S -0.92762 0.90895 1.65041 0.77
P 0.35147 -1.49034 -3.95463 1.08
P -3.99880 -0.51963 0.72723 1.09
Si -2.26892 -0.38909 -2.26673 0.64
O 3.28459 -1.40888 -2.28730 -0.18
O 2.49100 0.58482 -2.93754 -0.15
O 5.29852 1.28887 -3.01656 -0.02
N 0.21421 -3.05010 0.52155 0.04
N -0.42699 2.63136 3.59972 -0.12
N 0.74496 -3.87433 1.44452 -0.09
N 1.21627 4.18244 1.98367 -0.11
N 2.40058 -2.13037 2.44250 -0.09
N 1.83548 -1.00681 1.99100 -0.05
C 7.06981 1.46559 0.68267 -0.67
C 6.46731 2.49046 -1.40359 -0.20
C 2.53137 -2.40201 -5.60328 -0.07
C -7.83859 0.84661 0.54774 -0.10
C -0.63611 -5.11539 0.23692 -0.08
C 3.94821 -0.55704 2.62829 -0.09
C 0.36187 3.33184 1.36652 -0.72
C -0.29418 8.92931 2.10649 -0.11
C 1.75581 -0.17125 -5.95421 -0.11
C 0.21829 -3.31948 -3.78819 -0.35
C 4.73741 0.05927 -3.48122 -0.08
C 0.25347 -5.11561 1.29336 -0.14
C -8.50821 0.20015 1.57820 -0.12
C 7.08250 2.56135 -0.16733 -0.09
C 1.48714 -0.04822 7.36941 -0.10
C 1.17185 -5.30826 -2.79757 -0.09
C 3.63150 -0.98976 -7.21575 -0.12
C -2.34104 -2.45632 4.58040 -0.09
C -2.41338 -1.07207 -7.00154 -0.11
C -3.04443 -1.25820 4.62435 -0.11
C 0.06159 3.90420 4.07331 -0.13
C 1.61920 -1.39800 -5.29794 -0.36
C -1.17759 -1.12376 -4.92140 -0.39
C 5.79391 0.21013 -0.90332 0.02
C -3.47818 -0.47923 -4.93860 -0.12
C -0.60942 -3.78939 -0.21202 -0.20
C 0.96260 8.72310 2.65181 -0.10
C -6.48957 0.61196 0.33937 -0.10
C 2.75743 -0.05616 2.08684 -0.24
C 1.65644 7.55479 2.36567 -0.06
C 1.47960 -0.43397 6.03309 -0.06
C -0.24326 1.55222 6.90990 -0.07
C -1.16387 1.82789 4.56975 -0.14
C 6.46681 3.64837 -2.35549 -0.04
C -5.07429 -4.06939 -0.99548 -0.11
C -0.25228 1.17343 5.57410 -0.21
C 6.42785 0.29882 0.33014 -0.11
C -6.46623 -0.92614 2.17104 -0.11
C 0.61486 0.17282 5.13948 -0.01
C -3.70997 -2.90088 -2.59048 -0.12
C -2.17307 -3.10476 3.36831 -0.07
C -0.15546 6.80491 0.98401 -0.03
C 3.37620 -0.27957 -2.82623 -0.79
C -3.56484 -0.71952 3.46084 -0.17
C -0.77838 -4.10547 -4.35723 -0.08
C 2.73738 0.02991 -6.90759 -0.10
C 1.18564 -3.93686 -2.99240 -0.12
C 3.52649 -2.20157 -6.55269 -0.10
C -1.24193 -1.30666 -6.30618 -0.12
C -0.84947 7.96803 1.27071 -0.08
C -5.78276 -0.28656 1.14026 -0.35
C -7.81486 -0.68369 2.39055 -0.10
C -3.42350 1.17884 -2.25616 -0.31
C 5.83567 1.29135 -1.77866 -0.22
C -3.54445 -0.65349 -6.30865 -0.11
C -0.80523 -5.47719 -4.14445 -0.09
C 1.10674 6.58660 1.53404 -0.20
C -2.71468 -2.57181 2.20541 -0.06
C 1.39663 4.16570 3.42654 -0.11
C -4.92429 -2.99663 -0.13844 -0.12
C 0.62471 0.94252 7.80906 -0.11
C -3.42161 -1.37570 2.23710 -0.41
C -2.30780 -0.70432 -4.20076 -0.33
C -0.34785 2.28860 2.27918 -0.70
C 3.66515 -1.89593 2.83203 -0.11
C -3.52297 -1.79149 -1.74300 -0.31
C -4.44842 -4.01254 -2.23563 -0.10
C 0.17330 -6.08373 -3.37032 -0.11
C 1.82938 5.29199 1.26507 -0.14
C -4.15610 -1.88564 -0.48962 -0.38
B 1.58387 -3.43362 2.68485 -0.44
H 2.52206 0.95302 1.77280 0.09
H 1.08513 0.64063 -5.69944 0.12
H -3.10747 1.84311 -3.06535 0.01
H -5.66156 -4.93084 -0.70212 0.09
H 1.95244 -3.32780 -2.52570 0.09
H -9.56174 0.38621 1.74766 0.09
H -5.41003 -3.02302 0.83133 0.09
H -0.36605 -1.64611 -6.84663 0.10
H -1.15454 -3.33369 -1.02511 0.09
H 1.92225 -5.76436 -2.16439 0.10
H 1.79589 5.13261 3.73335 0.12
H 6.39302 -0.53796 1.01248 0.10
H 0.84162 -3.24665 3.63125 0.06
H 2.16164 -0.52902 8.06752 0.09
H -1.82831 8.12582 0.83694 0.10
H -1.60022 -6.07116 -4.58170 0.09
H 0.16361 3.84619 5.15805 0.12
H 0.62468 1.24412 8.84964 0.09
H 2.81543 0.99080 -7.40187 0.09
H -8.36643 1.54189 -0.09342 0.09
H 4.22218 -3.00307 -6.77067 0.09
H 2.47201 -3.35653 -5.09740 0.10
H -4.48642 0.96470 -2.40288 -0.01
H -3.23945 -2.89390 -3.56588 0.07
H 4.40605 -0.83447 -7.95718 0.09
H -4.36932 -0.16281 -4.40824 0.09
H 2.64262 7.39581 2.78763 0.11
H -0.58516 6.05195 0.33570 0.09
H -1.70776 1.06228 4.01586 0.06
H -2.44636 -1.22222 -8.07481 0.09
H -1.90176 -2.86526 5.48204 0.10
H 1.80240 5.03833 0.20542 0.08
H 0.14659 -7.15322 -3.19753 0.09
H -3.16221 -0.73047 5.56432 0.10
H -4.47384 -0.47363 -6.83869 0.09
H 7.56966 3.47751 0.14170 0.10
H -5.96830 1.12899 -0.45567 0.09
H 2.38562 -4.31523 2.92944 0.06
H -8.32473 -1.19258 3.20019 0.09
H 2.87408 5.37039 1.58032 0.13
H -1.89227 2.47910 5.06802 0.13
H -1.59628 -4.01789 3.30916 0.10
H 4.86183 -0.03011 2.84230 0.07
H -2.54094 -3.07571 1.26406 0.09
H -1.54364 -3.64565 -4.97017 0.09
H -0.92461 2.32531 7.25111 0.10
H -4.53731 -4.84118 -2.92986 0.09
H 5.45182 -0.75487 -3.33194 0.12
H 7.05263 3.41996 -3.24792 0.08
H 1.40503 9.46887 3.30024 0.10
H 4.26758 -2.69954 3.22080 0.11
H 2.11075 3.38519 3.71302 0.14
H 4.57251 0.21116 -4.54830 0.12
H 2.14082 -1.21293 5.67909 0.11
H 5.24666 -0.68717 -1.15848 0.11
H -3.30863 1.72140 -1.31753 -0.02
H 5.45529 3.86645 -2.69729 0.09
H 0.59710 -0.14082 4.10393 0.10
H -0.84140 9.83634 2.32939 0.09
H 6.88390 4.53685 -1.88112 0.07
H 0.56811 -5.90545 1.95521 0.10
H -4.08413 0.23306 3.49696 0.11
H -0.63837 4.71656 3.82841 0.14
H -5.93848 -1.62105 2.81189 0.10
H -1.19528 -5.94306 -0.16502 0.08
```

total charge	-2
energy relative to the best compared isomer or geometry (same formula, charge and spin)	6.8	kJ/mol
highest occupied orbital energy	-0.959	eV
molecular weight	1324.2	Da

2.
The following is a quantum chemistry calculation of C2H6F5NO4PtTe as an isolated structure, from the Open Molecules 2025 dataset.

XYZ file:
```
20
Properties=species:S:1:pos:R:3:lowdin_charge:R:1
Pt 0.39447 0.09668 0.02614 1.14
Te -0.43658 2.79326 -1.01256 1.80
F -1.98420 3.29107 -1.87707 -0.34
F 1.21092 2.18772 -0.20699 -0.44
F -0.08512 1.63944 -2.42833 -0.38
F -0.67450 4.15372 0.20629 -0.34
F 0.56019 3.99713 -1.97492 -0.32
O -0.47806 0.05076 2.83032 -0.09
O -1.15245 1.47369 0.05464 -0.68
O 2.57956 -3.18674 -0.39518 0.09
O 1.95531 -1.07960 -0.04373 -0.21
N -0.65822 -1.57974 -0.07899 -0.09
C 1.71799 -2.36085 -0.25217 -0.63
C 0.24270 -2.75584 -0.28135 -0.10
H -1.00184 0.85727 2.76114 0.04
H 0.24899 0.27309 3.42071 0.05
H 0.00794 -3.22677 -1.23278 0.13
H -1.16107 -1.64630 0.80446 0.11
H 0.05753 -3.48659 0.50323 0.13
H -1.34356 -1.49139 -0.82286 0.12
```

total charge	0
energy relative to the best compared isomer or geometry (same formula, charge and spin)	53.2	kJ/mol
highest occupied orbital energy	-9.631	eV
molecular weight	525.7	Da

3.
The following is a quantum chemistry calculation of one molecule with the formula C4H5BrN2O, from the Open Molecules 2025 dataset.

XYZ file:
```
13
Properties=species:S:1:pos:R:3:lowdin_charge:R:1
Br -2.15169 0.48206 0.17459 0.76
O 1.73652 0.82493 -0.59579 0.08
N -0.85161 -2.83260 0.02060 0.08
N 0.15645 0.03689 -1.98878 0.15
C -0.22006 0.04876 0.36799 -0.65
C 0.30064 0.52345 1.68586 -0.13
C -0.37430 -1.82040 0.18819 -0.18
C 0.65280 0.31496 -0.79833 -0.67
H -0.91088 0.11133 -2.02633 0.09
H 0.62395 0.19281 -2.90177 0.15
H 0.06289 1.64489 1.61073 0.12
H -0.40286 0.22860 2.47645 0.08
H 1.37816 0.24431 1.78657 0.11
```

total charge	0
energy relative to the best compared isomer or geometry (same formula, charge and spin)	132.6	kJ/mol
highest occupied orbital energy	-10.640	eV
molecular weight	177.0	Da

4.
The following is a quantum chemistry calculation of a 6-piece molecular cluster, C36H23IO23 overall, from the Open Molecules 2025 dataset.

XYZ file:
```
83
Properties=species:S:1:pos:R:3:lowdin_charge:R:1
I -1.66606 -0.63911 -0.28249 0.90
O 1.15456 -4.81472 -1.16673 0.07
O -1.70734 -9.00026 3.40837 0.09
O -6.39178 -8.67417 3.69938 0.11
O -6.65930 -11.17257 4.74433 0.09
O -4.58546 -3.98872 0.95062 0.08
O 3.71994 5.76326 3.88347 0.12
O 5.43821 -6.17424 -2.55217 0.10
O 4.55575 -5.81428 -5.10108 0.12
O -4.23488 5.55917 -1.24596 0.10
O 2.62035 8.37152 -5.43450 0.10
O 4.28690 6.39315 -6.28033 0.12
O 1.07394 4.42926 0.00612 0.09
O -4.82587 -2.35939 -0.83781 0.08
O 0.24507 -4.53935 -3.71890 0.10
O -2.54874 7.42175 -0.19965 0.11
O -0.59143 2.58682 -1.12502 0.03
O -1.98383 -11.53121 4.37109 0.11
O 0.41552 8.20307 1.58854 0.06
O 0.33191 5.03924 -3.03133 0.12
O 4.74683 7.97911 5.08503 0.10
O 2.04924 3.07647 -3.80625 0.10
O 1.49931 10.42736 2.72224 0.12
O -3.27336 -5.65542 2.07461 0.12
C 2.03443 6.91727 2.70859 0.09
C -1.06683 3.69055 -0.90385 -0.33
C -4.32774 -11.42198 4.59289 0.07
C 4.16463 -5.75954 -2.78898 -0.22
C -4.04279 -8.76158 3.53090 0.08
C -2.46206 4.01865 -1.20972 0.08
C -0.69371 5.97596 -0.06045 0.08
C 1.24469 5.37672 -3.76567 -0.29
C -5.42916 -10.68849 4.41910 -0.22
C 3.31947 -5.50993 -1.78618 0.08
C -3.00937 -10.88475 4.24007 -0.31
C 1.52796 -4.92815 -3.48168 -0.22
C 3.14859 9.26767 3.94195 0.08
C 2.43368 7.08875 -5.02166 -0.22
C 3.75189 -5.59496 -4.21202 -0.31
C -2.08211 6.31101 -0.38865 -0.30
C -4.21772 -2.90604 0.10054 -0.36
C 2.01526 9.36294 3.01647 -0.31
C 1.48529 8.10077 2.42763 -0.20
C -0.08489 -4.71908 1.54098 0.02
C 3.18353 6.82400 3.61573 -0.31
C -0.85108 -3.57572 2.00702 -0.11
C 1.94935 -5.06641 -2.05809 -0.29
C -2.94090 -9.49384 3.70793 -0.22
C -3.38265 -4.54447 1.54248 -0.27
C 2.37386 -5.17434 -4.48431 0.08
C -5.36300 -9.30768 3.86124 -0.31
C -0.21561 4.75335 -0.29742 -0.24
C -2.94124 5.24077 -0.96948 -0.21
C 2.22074 4.35558 -4.24181 -0.21
C 3.39380 6.06279 -5.51992 -0.31
C 3.69620 8.08394 4.22617 -0.22
C 1.43033 6.76319 -4.20348 0.08
C 3.22197 4.68013 -5.06255 0.08
C -2.72228 -2.37876 0.42929 -0.52
C -2.29080 -3.41342 1.29940 -0.15
H 0.20722 9.15782 1.54714 0.13
H 0.20455 -5.57910 2.23260 0.08
H 2.08162 -5.07575 -5.52124 0.14
H 3.93573 3.94859 -5.41721 0.14
H -4.33296 6.49591 -0.98514 0.12
H -4.36215 -12.42578 4.99455 0.14
H 1.26003 3.10087 -3.22923 0.10
H 4.95855 7.02578 5.12115 0.12
H -4.00690 -7.75160 3.14341 0.11
H -0.47506 -2.82976 2.78147 0.10
H 1.66070 5.99370 2.28587 0.13
H 3.40529 8.34541 -6.01633 0.12
H -1.08159 -9.71945 3.62223 0.11
H 0.14330 -4.70466 0.40748 0.04
H 3.60689 -5.62321 -0.74947 0.14
H 3.51238 10.18934 4.37622 0.14
H -0.08483 6.75813 0.37780 0.10
H -7.28632 -10.45577 4.52473 0.12
H 5.84392 -6.28386 -3.43466 0.12
H 0.72552 7.49723 -3.83641 0.14
H 1.17628 3.49478 -0.25907 0.11
H -0.15919 -4.42362 -2.83700 0.12
H -3.07420 3.23340 -1.63296 0.14
```

total charge	0
highest occupied orbital energy	-8.451	eV
molecular weight	950.5	Da